{
  "formula": "CFOPS",
  "method": "ωB97M-V with the def2-TZVPD basis set",
  "lumo_energy_ha": -0.055,
  "orbital_gap_ev": 8.2,
  "charge": 0,
  "e_above_lowest_kcal_mol": 54.9,
  "elements": ["C", "O", "F", "P", "S"],
  "xyz": [[-0.3719, -0.3202, 0.6601], [0.0473, 0.2586, -2.1267], [-0.7136, -1.0791, 1.5880], [0.7773, -0.1849, -0.9695], [0.2608, 1.3257, 0.8481]],
  "forces_ev_per_angstrom": [[3.242, 4.324, -1.853], [-1.102, 0.434, -1.601], [-1.200, -1.080, 1.645], [0.598, -0.780, 1.516], [-1.539, -2.898, 0.294]],
  "mulliken_charge": [0.297, -0.405, -0.087, 0.340, -0.145]
}



{
  "formula": "C4H7OP",
  "method": "ωB97M-V with the def2-TZVPD basis set",
  "lumo_energy_ha": [0.035, -0.032],
  "orbital_gap_ev": [9.2, 6.2],
  "charge": 0,
  "e_above_lowest_kcal_mol": 105.2,
  "elements": ["C", "C", "C", "C", "O", "P", "H", "H", "H", "H", "H", "H", "H"],
  "xyz": [[-0.0841, -0.3768, 0.9285], [-1.7694, 0.2167, -0.8288], [1.8471, -0.7028, -0.4381], [-1.0056, 0.6897, 0.3750], [0.6536, -1.1366, -0.0885], [-2.7713, 0.5734, 0.6512], [0.6037, 0.0367, 1.5464], [-0.6186, -1.1861, 1.4300], [-1.9081, 0.7838, -1.7039], [-1.8311, -0.7480, -1.1775], [2.5173, -1.5626, -0.6464], [2.3420, 0.2721, -0.2721], [-0.5901, 1.7012, 0.3054]],
  "forces_ev_per_angstrom": [[-1.512, -1.714, -2.036], [-0.858, 1.627, 0.827], [2.768, -0.729, -0.809], [1.273, -0.595, -1.058], [-1.653, 0.839, 1.018], [-1.060, 0.114, 0.291], [2.121, 1.192, 2.150], [-0.179, 0.331, 0.122], [0.008, 1.469, -0.662], [0.565, -2.596, 0.023], [-0.339, 0.826, -0.140], [-1.082, -0.388, 0.274], [-0.051, -0.377, -0.001]],
  "mulliken_charge": [-0.776, -0.722, -0.533, 0.006, -0.338, -0.089, 0.508, 0.284, 0.344, 0.306, 0.269, 0.353, 0.388]
}